A 7-piece molecular cluster, C22H50Cl8 overall in a non-equilibrium geometry. Source: the OMol25 dataset; level of theory: ωB97M-V/def2-TZVPD.

```
! wB97M-V def2-TZVPD RIJCOSX def2/J DEFGRID3
* xyz 0 1
Cl 17.506 13.076 10.329
H 14.980 8.523 12.679
C 13.270 16.412 10.505
H 12.616 6.582 12.163
H 12.826 16.589 8.401
C 8.004 6.532 9.162
C 16.966 13.224 8.587
H 13.585 18.046 9.228
H 7.640 15.568 9.327
H 15.217 6.902 11.924
H 9.124 8.256 12.115
H 8.443 8.871 10.233
C 15.040 7.978 11.755
H 15.069 11.375 11.676
H 10.432 12.348 8.118
H 11.150 18.560 8.763
C 10.048 7.717 12.414
H 15.967 12.945 8.585
C 8.816 17.282 8.937
H 16.427 7.979 9.965
H 10.132 10.162 9.272
H 8.744 17.736 9.963
H 18.222 10.028 13.642
C 16.103 8.565 10.868
H 16.456 9.963 13.691
H 8.408 7.841 7.406
H 14.276 16.121 10.300
C 10.253 16.673 8.953
C 13.191 14.995 15.798
C 17.360 10.440 14.124
H 9.179 13.583 8.229
H 9.366 10.240 7.661
H 17.005 8.646 11.420
H 13.374 16.972 11.449
H 14.439 12.686 12.507
H 10.996 7.916 10.450
C 11.191 8.163 11.571
C 12.798 17.235 9.311
C 11.322 17.712 9.382
C 7.644 16.418 8.627
H 12.837 15.450 10.656
H 17.622 12.537 7.973
C 9.596 12.727 8.688
Cl 17.581 9.736 15.809
H 7.749 11.783 8.107
H 7.163 9.435 9.194
H 8.352 5.631 8.629
Cl 13.068 12.133 10.596
H 6.626 16.877 8.800
H 10.471 16.203 8.036
C 8.218 9.114 9.190
H 12.187 14.747 15.471
H 6.903 6.539 9.169
H 9.867 6.656 12.306
C 9.167 10.299 8.715
C 13.645 8.148 11.119
H 8.269 6.513 10.213
H 10.008 13.040 9.672
Cl 17.247 12.119 14.139
Cl 14.232 13.562 15.496
H 8.097 11.819 9.918
C 8.513 11.649 8.910
C 8.564 7.779 8.511
Cl 13.527 10.845 13.254
H 10.197 15.876 9.698
H 9.650 7.727 8.532
H 13.461 9.223 10.985
H 8.829 18.127 8.296
C 14.116 11.854 11.986
Cl 12.973 15.443 17.474
H 12.705 8.087 13.004
H 13.759 15.775 15.249
H 11.166 18.009 10.423
H 13.584 7.605 10.157
Cl 17.000 14.880 8.102
H 15.687 9.486 10.398
H 10.283 7.918 13.433
H 7.620 16.109 7.541
C 12.550 7.635 12.028
H 11.224 9.250 11.578
*
```

Summary:
Lowest unoccupied orbital energy ... 0.45 eV
SMILES string ... CCCCCC.CCCCCC.CCCCCC.ClCCl.ClCCl.ClCCl.ClCCl
Orbital gap ... 11.030 eV
HOMO ... -10.6 eV